--- A ---
2 unconnected molecules or ions with the total composition C4H6FNOS, computed with wB97M-V/def2-TZVPD.

Properties
Frontier orbital gap = 6.680 eV
Molar mass = 135.16 g mol⁻¹

Cartesian coordinates (Å):
S -0.8774 -2.0763 -0.4155
F 1.3710 -1.6556 1.0077
O -2.8659 0.0505 0.4804
N -0.6659 -0.2983 -0.1304
C 0.4906 0.2906 -0.0405
C 0.6918 1.4747 -0.5364
C -1.7389 0.3852 0.5933
C 1.6995 -0.6179 0.0663
H -3.1080 -1.8532 -0.6867
H -0.0420 2.2410 -0.5822
H 2.0503 -0.9165 -1.0003
H -1.3022 1.1421 1.2853
H 1.7564 1.7480 -0.3267
H 2.5408 0.0858 0.2855

In elementary charge units, the natural (NBO) charges are: atom 1 (S): 0.135, atom 2 (F): -0.357, atom 3 (O): -0.532, atom 4 (N): -0.589, atom 5 (C): 0.117, atom 6 (C): -0.445, atom 7 (C): 0.546, atom 8 (C): -0.007, atom 9 (H): 0.193, atom 10 (H): 0.212, atom 11 (H): 0.202, atom 12 (H): 0.147, atom 13 (H): 0.188, atom 14 (H): 0.191

=====

--- B ---
C4H6FNOS in the gas phase, computed with wB97M-V/def2-TZVPD.

Properties
Frontier orbital gap = 8.252 eV
Molar mass = 135.16 g mol⁻¹
SMILES = C/C(=C\F)N(O)C=S

Cartesian coordinates (Å):
S 1.2891 -1.8897 1.8714
F -0.9113 3.0591 -0.9268
O -0.2039 -1.5169 -0.6181
N 0.0906 -0.3556 -0.0239
C 0.8660 -0.3945 1.1172
C -0.4152 1.9882 -0.3425
C -0.4627 0.7144 -0.7992
C -1.3747 0.3356 -1.9281
H 1.0184 0.6151 1.5872
H -2.0474 -0.5688 -1.4712
H -0.7456 0.1602 -2.9289
H 0.1509 2.2913 0.5118
H -2.0996 1.2020 -2.1590
H 0.6164 -2.2340 -0.3133

In elementary charge units, the natural (NBO) charges are: atom 1 (S): -0.204, atom 2 (F): -0.310, atom 3 (O): -0.546, atom 4 (N): -0.081, atom 5 (C): -0.085, atom 6 (C): 0.221, atom 7 (C): 0.052, atom 8 (C): -0.664, atom 9 (H): 0.215, atom 10 (H): 0.260, atom 11 (H): 0.244, atom 12 (H): 0.158, atom 13 (H): 0.240, atom 14 (H): 0.500

=====

--- C ---
C4H6FNOS in the gas phase, computed with wB97M-V/def2-TZVPD.

Properties
Frontier orbital gap = 8.874 eV
Molar mass = 135.16 g mol⁻¹
SMILES = NC(=S)[C@]1(O)C[C@H]1F

Cartesian coordinates (Å):
S 2.5157 -0.9356 -0.2903
F -1.8841 -0.4489 -1.1529
O -0.8723 1.1535 0.3459
N 1.4030 1.6190 -0.3918
C -0.1688 -0.0069 0.1967
C -0.6868 -1.2206 0.8620
C 1.2691 0.3519 -0.2124
C -0.7501 -0.9826 -0.6442
H 0.6191 2.2957 -0.4571
H -0.1661 -2.0182 1.3396
H -1.9305 0.5836 0.2590
H -0.2970 -1.6593 -1.2895
H 2.3199 2.0686 -0.1897
H -1.3711 -0.8001 1.6247

In elementary charge units, the natural (NBO) charges are: atom 1 (S): -0.309, atom 2 (F): -0.337, atom 3 (O): -0.697, atom 4 (N): -0.756, atom 5 (C): 0.097, atom 6 (C): -0.496, atom 7 (C): 0.236, atom 8 (C): 0.182, atom 9 (H): 0.432, atom 10 (H): 0.263, atom 11 (H): 0.498, atom 12 (H): 0.226, atom 13 (H): 0.418, atom 14 (H): 0.242

=====

Q: Which of them is the most stable? A: C.

=====

--- A ---
A gas-phase ion, C2HO2S2 (charge -1), computed with wB97M-V/def2-TZVPD.

Properties
Frontier orbital gap (alpha / beta) = 7.608 / 7.609 eV
Charge = -1
Molar mass = 121.16 g mol⁻¹
SMILES = O=C([O-])C(=S)S

Cartesian coordinates (Å):
S 1.3347 -0.9457 0.0689
S 0.5187 2.0692 -0.0136
O -0.8560 -0.8930 1.1706
O -2.2177 0.0337 -0.5111
C -1.1867 -0.2343 0.0995
C 0.1304 0.2411 -0.2473
H 2.2767 -0.2710 -0.5669

In elementary charge units, the natural (NBO) charges are: atom 1 (S): 0.140, atom 2 (S): -0.311, atom 3 (O): -0.701, atom 4 (O): -0.662, atom 5 (C): 0.632, atom 6 (C): -0.179, atom 7 (H): 0.081

=====

--- B ---
A gas-phase ion, C2HO2S2 (charge -1), computed with wB97M-V/def2-TZVPD.

Properties
Frontier orbital gap = 7.183 eV
Charge = -1
Molar mass = 121.16 g mol⁻¹
SMILES = O=C([S-])C(=O)S

Cartesian coordinates (Å):
S -1.5189 -1.1386 -1.1917
S 2.0059 0.5222 -0.4987
O -1.1942 -0.7755 1.3807
O -0.3890 1.8324 0.0023
C -0.9682 -0.4779 0.2339
C 0.0856 0.7369 -0.0082
H 1.9786 -0.6994 0.0817

In elementary charge units, the natural (NBO) charges are: atom 1 (S): -0.398, atom 2 (S): -0.238, atom 3 (O): -0.628, atom 4 (O): -0.564, atom 5 (C): 0.242, atom 6 (C): 0.450, atom 7 (H): 0.135

=====

Q: Which of them is the most stable? A: B.

=====

--- A ---
C13H21NO2 in the gas phase, computed with wB97M-V/def2-TZVPD.

Properties
Frontier orbital gap = 10.693 eV
Molar mass = 223.32 g mol⁻¹
SMILES = N#CC1(OC2(O)CCCCC2)CCCCC1

Cartesian coordinates (Å):
O -1.5456 0.5605 -1.0762
O -0.3520 -0.5604 0.6113
N -2.8416 -2.6704 -0.4886
C -0.0415 3.1287 -0.5826
C -0.8030 0.7204 0.1027
C 0.3749 1.6679 -0.2343
C -0.3550 -1.8361 -0.1169
C -1.7181 1.4381 1.1327
C -2.1258 2.8728 0.7369
C -0.8690 3.6924 0.5621
C -1.7467 -2.3153 -0.3104
C 1.8934 -1.3836 -1.1811
C 0.4208 -1.7661 -1.4433
C 2.5970 -2.4037 -0.2820
C 0.3494 -2.8371 0.8510
C 1.8609 -2.5226 1.0394
H -2.2536 -0.0799 -0.9754
H -0.2929 3.7047 1.4867
H 3.6145 -2.0536 -0.0941
H -2.7500 2.8956 -0.2057
H -2.5928 0.8091 1.3158
H 0.2420 -3.8595 0.4709
H 2.6634 -3.3812 -0.8062
H 2.4536 -1.3161 -2.1244
H -1.1067 4.7089 0.3303
H -2.7426 3.2757 1.5507
H 1.0499 1.6553 0.6513
H 1.8929 -1.5627 1.5651
H 2.0238 -0.4094 -0.7199
H 0.9090 1.2647 -1.0835
H 2.3390 -3.2786 1.6888
H -1.0953 1.5283 2.0563
H 0.8735 3.7618 -0.6972
H -0.6227 3.1440 -1.5113
H 0.4061 -2.7367 -1.9400
H -0.0914 -2.8438 1.8654
H -0.0179 -1.0121 -2.1439

In elementary charge units, the natural (NBO) charges are: atom 1 (O): -0.746, atom 2 (O): -0.570, atom 3 (N): -0.323, atom 4 (C): -0.392, atom 5 (C): 0.558, atom 6 (C): -0.442, atom 7 (C): 0.162, atom 8 (C): -0.435, atom 9 (C): -0.397, atom 10 (C): -0.404, atom 11 (C): 0.276, atom 12 (C): -0.401, atom 13 (C): -0.431, atom 14 (C): -0.399, atom 15 (C): -0.395, atom 16 (C): -0.399, atom 17 (H): 0.486, atom 18 (H): 0.193, atom 19 (H): 0.210, atom 20 (H): 0.209, atom 21 (H): 0.215, atom 22 (H): 0.213, atom 23 (H): 0.193, atom 24 (H): 0.214, atom 25 (H): 0.207, atom 26 (H): 0.212, atom 27 (H): 0.211, atom 28 (H): 0.210, atom 29 (H): 0.210, atom 30 (H): 0.215, atom 31 (H): 0.214, atom 32 (H): 0.204, atom 33 (H): 0.210, atom 34 (H): 0.212, atom 35 (H): 0.220, atom 36 (H): 0.232, atom 37 (H): 0.247

=====

--- B ---
3 unconnected molecules or ions with the total composition C13H21NO2, computed with wB97M-V/def2-TZVPD.

Properties
Frontier orbital gap = 9.958 eV
Molar mass = 223.32 g mol⁻¹
SMILES = c1ccncc1.C1CCOC1.C1CCOC1

Cartesian coordinates (Å):
O 1.4946 -0.7576 3.2468
O 0.7175 -1.5497 -2.0654
N 0.0970 2.2039 -3.4311
C 1.9349 -2.0572 3.0291
C -0.1311 -2.2125 4.0649
C -2.0161 3.8495 -2.6352
C -0.5985 -1.0331 -1.9756
C -2.1792 2.8868 -3.6483
C 1.4865 -1.2091 -0.8816
C 0.8253 0.0060 -0.2470
C -1.1240 2.1092 -4.0130
C -0.6800 4.0562 -2.1092
C 0.8118 -3.0579 3.2204
C 0.3191 3.1548 -2.4461
C -0.7050 -0.3546 -0.5769
C 0.1172 -0.8129 3.6446
H 0.9726 0.9769 -0.7199
H 2.7758 -2.3019 3.6781
H 0.1401 -2.3966 5.1044
H -1.3579 -1.8142 -2.0146
H -0.1384 -0.1165 4.4432
H -1.1070 -1.0488 0.1610
H -2.7932 4.5903 -2.5176
H 1.2648 3.3262 -1.9535
H -1.3921 0.4858 -0.4784
H -1.2021 -2.4092 4.0154
H -1.2636 1.3717 -4.7895
H -0.4455 -0.6438 2.7265
H 2.2926 -2.2533 2.0183
H -3.1279 2.7083 -4.1326
H -0.7004 -0.3216 -2.7950
H -0.5188 4.8602 -1.4063
H 0.9534 0.1108 0.8304
H 0.9652 -4.0043 3.7389
H 0.3669 -3.3748 2.2771
H 2.4945 -0.9304 -1.1890
H 1.4510 -2.0369 -0.1734

In elementary charge units, the natural (NBO) charges are: atom 1 (O): -0.525, atom 2 (O): -0.538, atom 3 (N): -0.413, atom 4 (C): -0.075, atom 5 (C): -0.428, atom 6 (C): -0.167, atom 7 (C): -0.071, atom 8 (C): -0.257, atom 9 (C): -0.073, atom 10 (C): -0.437, atom 11 (C): 0.021, atom 12 (C): -0.249, atom 13 (C): -0.435, atom 14 (C): 0.010, atom 15 (C): -0.428, atom 16 (C): -0.071, atom 17 (H): 0.207, atom 18 (H): 0.172, atom 19 (H): 0.199, atom 20 (H): 0.170, atom 21 (H): 0.193, atom 22 (H): 0.189, atom 23 (H): 0.217, atom 24 (H): 0.204, atom 25 (H): 0.214, atom 26 (H): 0.216, atom 27 (H): 0.199, atom 28 (H): 0.162, atom 29 (H): 0.173, atom 30 (H): 0.218, atom 31 (H): 0.181, atom 32 (H): 0.217, atom 33 (H): 0.229, atom 34 (H): 0.222, atom 35 (H): 0.200, atom 36 (H): 0.194, atom 37 (H): 0.163

=====

Q: Which of them is the most stable? A: A.

=====

--- A ---
A molecular structure, H2MgO, computed with wB97M-V/def2-TZVPD.

Properties
Frontier orbital gap = 10.855 eV
Charge = +2
Molar mass = 42.32 g mol⁻¹

Cartesian coordinates (Å):
Mg -1.0777 -0.8072 1.1684
O 0.1756 -0.0231 -0.1849
H 0.9522 -0.1041 -0.7838
H -0.0502 0.9345 -0.1996

In elementary charge units, the natural (NBO) charges are: atom 1 (Mg): 1.971, atom 2 (O): -1.118, atom 3 (H): 0.600, atom 4 (H): 0.547

=====

--- B ---
A molecular structure, H2MgO, computed with wB97M-V/def2-TZVPD.

Properties
Frontier orbital gap = 13.352 eV
Charge = +2
Molar mass = 42.32 g mol⁻¹

Cartesian coordinates (Å):
Mg 0.0654 -0.0287 -0.3936
O 0.3226 -0.1417 -1.9603
H 0.7944 -0.8882 -2.3942
H 0.2195 0.5324 -2.6697

In elementary charge units, the natural (NBO) charges are: atom 1 (Mg): 1.975, atom 2 (O): -1.166, atom 3 (H): 0.592, atom 4 (H): 0.598

=====

Q: Which of them is the most stable? A: A.